Molecular formula: C19H14N4O2S
Method: DFT, ωB97M-V/def2-TZVPD

* HOMO-LUMO gap: 6.77 eV
* total energy: -1500.0458 Ha
* SMILES: Cc1csc(C(=O)Nc2ccc(C3=C4C=CC=C[C@H]4C(=O)N=N3)cc2)n1
* largest force on an atom: 4.0 eV/A

Cartesian coordinates (Å):
C 3.43 5.18 4.62
C 2.91 5.10 3.20
C 3.12 6.11 2.25
S 2.35 5.70 0.76
C 1.75 4.20 1.49
C 0.93 3.28 0.76
O 0.61 3.52 -0.39
N 0.57 2.12 1.38
C -0.02 1.01 0.82
C -1.00 1.07 -0.21
C -1.63 -0.10 -0.66
C -1.26 -1.34 -0.12
C -1.85 -2.60 -0.57
C -1.71 -3.01 -1.89
C -0.96 -2.24 -2.91
C -0.51 -2.84 -4.05
C -0.74 -4.29 -4.25
C -1.52 -5.00 -3.37
C -2.37 -4.30 -2.31
C -2.81 -5.16 -1.11
O -3.01 -6.34 -1.23
N -2.91 -4.60 0.15
N -2.50 -3.42 0.39
C -0.25 -1.39 0.87
C 0.29 -0.21 1.38
N 2.20 4.00 2.73
H 3.88 4.22 4.91
H 4.20 5.97 4.74
H 2.58 5.38 5.32
H 3.62 7.04 2.45
H 1.04 1.97 2.29
H -1.23 2.03 -0.61
H -2.40 -0.07 -1.40
H -0.73 -1.20 -2.75
H 0.01 -2.25 -4.80
H -0.23 -4.88 -5.01
H -1.64 -6.06 -3.49
H -3.31 -3.99 -2.84
H 0.09 -2.35 1.27
H 0.99 -0.29 2.19

Molecular formula: C19H14N6NiS4
Method: DFT, ωB97M-V/def2-TZVPD

* HOMO-LUMO gap (spin up / spin down): 3.74 / 5.93 eV
* expectation value of S²: 2.203
* total energy: -4162.0057 Ha
* spin multiplicity: 3
* total charge: -2
* largest force on an atom: 3.8 eV/A

Cartesian coordinates (Å):
Ni 3.61 2.74 13.38
C 0.67 4.16 16.15
C 1.44 3.97 14.96
N 2.44 3.09 14.96
C 2.87 2.61 16.15
C 2.08 2.83 17.26
N 0.99 3.59 17.30
C 4.08 1.78 16.08
C 4.68 1.31 17.26
C 5.80 0.45 17.15
C 6.16 0.05 15.85
C 5.53 0.57 14.69
N 4.45 1.40 14.85
C 5.91 -0.06 13.45
C 7.12 -0.63 13.23
N 7.62 -0.90 12.02
C 6.72 -0.83 11.03
C 5.42 -0.43 11.26
N 4.96 -0.04 12.46
C 6.34 -0.12 18.35
C 7.52 -0.90 18.26
C 7.96 -1.64 19.34
N 7.32 -1.60 20.51
C 6.27 -0.79 20.68
C 5.76 -0.04 19.62
H -0.18 4.86 16.12
H 1.28 4.58 14.06
H 2.40 2.45 18.20
H 4.37 1.76 18.23
H 6.77 -0.84 15.76
H 7.90 -0.85 13.95
H 7.14 -1.00 10.04
H 4.71 -0.39 10.44
H 8.06 -1.06 17.33
H 8.83 -2.25 19.33
H 5.92 -0.69 21.69
H 4.89 0.57 19.95
S 5.01 2.98 11.82
S 4.59 2.47 9.97
S 2.71 3.03 9.43
S 1.70 1.93 10.92
C 2.02 3.05 12.26
H 2.20 4.06 11.90
H 1.24 2.85 12.97

Molecular formula: C19H14N7O4S2SeTi
Method: DFT, ωB97M-V/def2-TZVPD

* HOMO-LUMO gap: 5.69 eV
* total energy: -5463.2013 Ha
* total charge: +3
* largest force on an atom: 0.3 eV/A

Cartesian coordinates (Å):
Ti -0.27 -0.08 -0.60
O 1.46 3.60 0.49
C 1.00 2.41 0.43
O 0.65 1.83 -0.62
C 0.91 1.63 1.67
C 1.30 1.97 2.94
C 1.20 0.99 3.94
C 0.76 -0.28 3.62
C 0.38 -0.53 2.31
N 0.44 0.41 1.37
C -0.06 -1.83 1.71
O -0.17 -2.87 2.28
O -0.33 -1.65 0.38
H 1.51 4.04 -0.39
H 1.68 2.96 3.16
H 1.50 1.23 4.96
H 0.70 -1.08 4.35
N -2.95 -1.66 1.23
C -3.20 -0.61 0.45
N -2.33 -0.05 -0.43
C -3.00 0.94 -1.20
C -4.25 1.20 -0.81
S -4.74 0.15 0.48
C -2.23 1.45 -2.31
C -2.56 2.36 -3.24
S -1.24 2.62 -4.32
C -0.29 1.50 -3.43
N -0.94 0.92 -2.41
N 0.99 1.28 -3.75
H -2.25 -2.33 0.97
H -3.70 -2.02 1.80
H -4.95 1.91 -1.23
H -3.49 2.89 -3.37
H 1.40 1.71 -4.56
H 1.54 0.60 -3.25
Se -0.13 -1.94 -3.33
N 0.79 -1.16 -1.93
C 1.88 -1.91 -1.70
C 2.86 -1.70 -0.71
C 3.91 -2.57 -0.64
C 4.06 -3.68 -1.53
C 3.14 -3.92 -2.49
C 2.02 -3.04 -2.60
N 1.06 -3.19 -3.48
H 2.79 -0.85 -0.03
H 4.68 -2.42 0.11
H 4.92 -4.32 -1.41
H 3.22 -4.75 -3.18

Molecular formula: C19H15BiCl3F3N3OS
Method: DFT, ωB97M-V/def2-TZVPD

* HOMO-LUMO gap: 8.05 eV
* total energy: -3265.3426 Ha
* total charge: +1
* largest force on an atom: 0.3 eV/A

Cartesian coordinates (Å):
Bi -0.60 0.65 0.93
Cl 0.73 2.45 2.78
C -0.31 3.81 2.44
C 0.24 5.07 2.63
C -0.52 6.19 2.35
C -1.82 6.05 1.89
C -2.36 4.78 1.73
Cl -4.00 4.66 1.20
C -1.63 3.62 2.00
S -2.47 2.06 1.91
H 1.25 5.16 3.00
H -0.10 7.17 2.49
H -2.42 6.91 1.66
F 5.98 -0.28 -3.09
C 4.85 -0.87 -3.48
F 4.50 -0.36 -4.68
F 5.09 -2.18 -3.65
C 3.74 -0.66 -2.48
C 3.96 0.02 -1.30
C 2.89 0.16 -0.42
N 1.68 -0.33 -0.67
C 1.48 -0.97 -1.82
C 2.47 -1.16 -2.76
H 4.93 0.42 -1.06
H 3.02 0.69 0.52
H 0.47 -1.35 -2.00
H 2.27 -1.68 -3.69
N -0.39 -5.05 -0.02
C -1.55 -4.79 -0.66
O -2.18 -5.62 -1.27
C -2.07 -3.37 -0.59
C -3.26 -3.11 -1.27
C -3.80 -1.83 -1.24
C -3.12 -0.84 -0.56
N -1.97 -1.09 0.07
C -1.46 -2.33 0.07
H -0.07 -6.00 -0.03
H 0.09 -4.39 0.56
H -3.73 -3.92 -1.80
H -4.74 -1.61 -1.74
H -3.50 0.18 -0.51
H -0.53 -2.45 0.62
Cl 0.98 -1.78 2.67
C -0.43 -0.69 2.77
H -0.29 -0.07 3.65
H -1.33 -1.28 2.88

Molecular formula: C19H15Br2N2O4
Method: DFT, ωB97M-V/def2-TZVPD

* HOMO-LUMO gap: 6.33 eV
* total energy: -6291.5883 Ha
* total charge: -1
* SMILES: COc1ccc([C@H](c2cc(Br)c([O-])c(Br)c2)n2cc(C)c(=O)[nH]c2=O)cc1
* largest force on an atom: 3.5 eV/A

Cartesian coordinates (Å):
C -7.11 1.70 -1.91
O -5.77 1.15 -1.94
C -5.14 0.61 -0.86
C -5.75 0.21 0.36
C -4.94 -0.32 1.38
C -3.54 -0.45 1.25
C -2.68 -1.05 2.36
C -3.18 -0.81 3.75
C -2.72 -1.67 4.78
C -3.09 -1.51 6.09
Br -2.48 -2.69 7.46
C -4.17 -0.55 6.49
O -4.63 -0.49 7.63
C -4.63 0.34 5.37
Br -6.11 1.50 5.73
C -4.11 0.22 4.10
N -1.20 -0.57 2.08
C -0.26 0.18 2.75
C 1.09 0.15 2.54
C 1.97 1.15 3.18
C 1.70 -0.86 1.71
O 2.88 -1.07 1.43
N 0.70 -1.73 1.22
C -0.67 -1.68 1.39
O -1.39 -2.59 0.92
C -2.99 -0.18 0.00
C -3.73 0.41 -1.02
H -7.12 2.32 -2.80
H -7.87 0.91 -1.99
H -7.30 2.32 -1.03
H -6.84 0.29 0.51
H -5.41 -0.63 2.31
H -2.48 -2.22 2.20
H -1.99 -2.45 4.52
H -4.47 0.93 3.34
H -0.71 0.88 3.47
H 3.00 1.07 2.87
H 1.67 2.18 2.99
H 1.98 1.13 4.26
H 1.01 -2.56 0.67
H -1.93 -0.41 -0.15
H -3.25 0.68 -1.96

Molecular formula: C19H15F5OS9TeTl
Method: DFT, ωB97M-V/def2-TZVPD

* HOMO-LUMO gap: 6.58 eV
* total energy: -5331.8828 Ha
* total charge: -1
* largest force on an atom: 0.3 eV/A

Cartesian coordinates (Å):
Tl 0.96 -0.34 -1.59
C -2.30 1.22 3.95
C -1.42 1.98 2.96
S -0.46 1.05 1.75
C 0.72 0.16 2.78
C 0.27 -1.13 3.45
S -0.41 -2.44 2.41
C -2.09 -1.86 2.05
C -2.93 -1.47 3.27
S -3.63 0.20 3.26
H -2.80 1.95 4.59
H -1.70 0.59 4.60
H -0.73 2.62 3.52
H -2.04 2.63 2.34
H 1.10 0.85 3.54
H 1.55 -0.05 2.10
H -0.42 -0.94 4.27
H 1.16 -1.60 3.89
H -2.54 -2.69 1.51
H -2.03 -1.03 1.35
H -2.38 -1.59 4.21
H -3.80 -2.13 3.35
O -3.17 -4.99 -4.26
C -2.46 -4.21 -3.68
S -0.75 -4.49 -3.35
C -0.45 -3.01 -2.45
C -1.49 -2.17 -2.31
S -1.53 -0.62 -1.49
S -3.01 -2.66 -3.04
S 1.20 -2.82 -1.87
F -1.51 5.78 -4.64
C -0.91 4.59 -4.49
C -0.73 4.05 -3.23
F -1.14 4.72 -2.15
C -0.10 2.82 -3.09
F 0.06 2.38 -1.83
C 0.35 2.07 -4.17
S 1.14 0.50 -4.08
C 0.15 2.65 -5.42
F 0.55 2.02 -6.53
C -0.46 3.88 -5.59
F -0.62 4.39 -6.82
Te 2.92 1.22 -0.41
C 3.95 -0.37 0.48
C 4.31 -0.51 1.79
C 4.99 -1.73 2.07
C 5.13 -2.50 0.95
S 4.46 -1.74 -0.42
H 4.08 0.24 2.54
H 5.35 -2.02 3.05
H 5.59 -3.48 0.87

Molecular formula: C19H15FNRhS4
Method: DFT, ωB97M-V/def2-TZVPD

* HOMO-LUMO gap: 7.13 eV
* total energy: -2591.0392 Ha
* largest force on an atom: 0.2 eV/A

Cartesian coordinates (Å):
Rh -0.76 -0.38 -0.30
S 0.23 0.71 -2.11
C 0.20 2.37 -1.58
C 1.02 3.33 -2.18
C 0.99 4.65 -1.76
C 0.14 5.06 -0.74
C -0.69 4.14 -0.14
C -0.67 2.82 -0.57
S -1.79 1.64 0.14
C -2.97 1.51 -1.28
C -3.42 0.10 -1.52
C -4.67 -0.24 -2.00
C -4.95 -1.58 -2.22
C -4.01 -2.55 -1.91
C -2.79 -2.15 -1.39
C -1.79 -3.13 -0.84
S -0.08 -2.45 -0.96
C 0.73 -2.97 0.53
C 0.90 -4.33 0.79
C 1.60 -4.72 1.92
C 2.14 -3.75 2.75
C 1.98 -2.41 2.48
C 1.27 -1.98 1.35
S 1.15 -0.25 1.01
N -2.52 -0.85 -1.25
H 1.70 3.02 -2.96
H 1.65 5.37 -2.23
H 0.14 6.09 -0.41
H -1.37 4.43 0.65
H -2.41 1.86 -2.15
H -3.81 2.18 -1.11
H -5.40 0.53 -2.20
H -5.92 -1.87 -2.62
H -4.22 -3.60 -2.05
H -1.85 -4.09 -1.34
H -1.98 -3.22 0.23
H 0.49 -5.06 0.11
H 1.72 -5.77 2.14
H 2.69 -4.05 3.64
H 2.40 -1.66 3.14
F -1.71 -1.31 1.22

Molecular formula: C19H15N3O5S2
Method: DFT, ωB97M-V/def2-TZVPD

* HOMO-LUMO gap: 9.08 eV
* total energy: -2069.9504 Ha
* SMILES: CS(=O)(=O)c1ccc2nc(NC(=O)c3ccc(N4C(=O)CCC4=O)cc3)sc2c1
* largest force on an atom: 1.3 eV/A

Cartesian coordinates (Å):
C 2.26 -6.05 -1.77
S 0.55 -5.55 -2.09
O -0.32 -6.61 -1.65
O 0.45 -5.11 -3.45
C 0.34 -4.14 -1.00
C 0.69 -2.88 -1.46
C 0.56 -1.78 -0.64
C 0.08 -1.96 0.66
N -0.09 -0.98 1.58
C -0.55 -1.42 2.69
N -0.82 -0.70 3.80
C -0.69 0.68 3.97
O -0.70 1.14 5.08
C -0.60 1.48 2.72
C 0.47 2.34 2.53
C 0.55 3.12 1.39
C -0.46 3.04 0.44
N -0.39 3.83 -0.73
C 0.77 3.96 -1.49
O 1.81 3.40 -1.26
C 0.47 4.90 -2.64
C -0.99 5.29 -2.47
C -1.46 4.56 -1.23
O -2.55 4.60 -0.74
C -1.55 2.20 0.64
C -1.62 1.42 1.77
S -0.84 -3.19 2.74
C -0.27 -3.26 1.10
C -0.15 -4.36 0.27
H 2.48 -6.91 -2.40
H 2.35 -6.32 -0.73
H 2.91 -5.22 -2.02
H 1.04 -2.78 -2.48
H 0.82 -0.78 -0.96
H -0.99 -1.21 4.66
H 1.24 2.40 3.28
H 1.39 3.78 1.24
H 1.15 5.75 -2.58
H 0.68 4.39 -3.58
H -1.61 4.98 -3.31
H -1.14 6.36 -2.33
H -2.34 2.16 -0.10
H -2.47 0.77 1.93
H -0.43 -5.35 0.58